(1)
{
  "formula": "C7H10Cl2OSi",
  "method": "the ωB97M-V functional and the def2-TZVPD basis",
  "elements": ["C", "C", "C", "C", "C", "C", "C", "O", "Si", "Cl", "Cl", "H", "H", "H", "H", "H", "H", "H", "H", "H", "H"],
  "positions_angstrom": [[1.498, -1.704, 0.380], [0.875, -0.520, 0.168], [2.874, -1.260, 0.145], [2.615, 0.275, 0.003], [-2.240, -1.172, 0.376], [-0.932, 0.640, -1.837], [-1.053, 1.651, 1.181], [3.919, -1.831, -0.100], [-0.918, 0.137, 0.011], [2.856, 1.090, -1.382], [3.053, 1.235, 1.360], [1.124, -2.690, 0.312], [-2.910, -0.578, 1.013], [-2.641, -1.559, -0.501], [-1.784, -1.957, 1.029], [-0.117, 1.449, -1.923], [-0.752, -0.266, -2.361], [-1.851, 1.044, -2.220], [-1.631, 1.380, 2.111], [-0.239, 2.214, 1.552], [-1.746, 2.423, 0.681]],
  "atomic_forces_ev_per_a": [[0.053, 2.017, -1.032], [2.126, 0.568, 0.380], [2.308, -0.770, -0.999], [-4.527, -2.949, 2.844], [2.127, 1.178, 2.620], [0.979, 1.612, 1.715], [-3.088, -0.035, -0.230], [-1.352, 0.624, 0.523], [0.818, 0.828, -0.546], [0.714, 1.105, -3.113], [0.268, 0.250, 1.049], [-0.329, -0.939, 0.525], [-0.432, -0.550, -0.382], [-1.007, -0.723, -1.365], [-0.515, 0.411, -0.583], [-1.051, -1.467, -0.309], [0.690, -0.608, -0.799], [-0.538, 0.313, 0.049], [0.473, -0.020, -0.814], [1.362, 0.237, -0.045], [0.922, -1.084, 0.510]],
  "de_lowest_kj_mol": 64.0,
  "energy_ha": -1557.76558,
  "lumo_ev": 0.08,
  "largest_force_ev_per_a": 6.11,
  "homo_energy_ev": -9.47
}

---

(2)
{
  "formula": "C7H10F5InNOTe",
  "method": "the ωB97M-V functional and the def2-TZVPD basis",
  "elements": ["C", "C", "C", "C", "C", "In", "N", "C", "C", "H", "H", "H", "H", "H", "H", "H", "H", "H", "H", "F", "Te", "F", "F", "F", "F", "O"],
  "positions_angstrom": [[2.184, 0.874, -0.316], [1.332, 1.740, -1.045], [0.572, 0.945, -1.967], [1.027, -0.394, -1.865], [2.012, -0.452, -0.828], [-0.242, -1.427, 0.929], [-0.206, -0.024, 2.422], [-1.043, 1.268, 2.523], [-1.489, 1.903, 1.278], [-0.129, 1.311, -2.701], [1.213, 2.811, -0.901], [0.670, -1.208, -2.473], [2.596, -1.330, -0.576], [2.924, 1.173, 0.423], [-1.168, 2.918, 0.999], [-0.727, 2.072, 3.279], [0.712, -0.080, 2.900], [-2.089, 1.336, 0.561], [-1.862, 0.680, 2.953], [-1.799, -5.226, -1.401], [-1.640, -3.288, -1.166], [-1.063, -3.130, -3.026], [0.302, -3.451, -0.403], [-3.516, -3.094, -1.550], [-2.054, -3.360, 0.811], [-1.486, -1.460, -0.790]],
  "atomic_forces_ev_per_a": [[-0.303, 0.751, -0.535], [0.183, -1.110, 0.575], [1.238, -1.064, 0.169], [-0.717, 1.437, -0.028], [-0.812, -0.256, 0.879], [0.223, 1.205, -2.716], [1.594, -0.200, 0.389], [-0.480, -1.187, 1.138], [0.317, 0.355, -0.656], [-0.131, -0.009, 0.094], [0.130, -0.160, 0.025], [0.040, -0.131, 0.061], [0.158, 0.142, -0.140], [-0.239, -0.064, -0.076], [-0.178, -0.673, 0.145], [0.241, -1.611, -0.993], [-0.925, 0.701, -0.577], [0.273, 0.206, 0.189], [-0.842, 1.314, 0.278], [-0.147, -0.797, 0.030], [-0.419, 0.328, -0.575], [-0.174, 0.093, 0.171], [0.120, 0.456, 0.676], [0.178, -0.114, -0.107], [0.259, -0.080, 0.637], [0.413, 0.465, 0.950]],
  "energy_ha": -1360.11157,
  "lumo_ev": [1.20, 1.15],
  "charge": -1,
  "largest_force_ev_per_a": 2.98,
  "homo_energy_ev": [-4.11, -4.12]
}

---

(3)
{
  "formula": "C7H10FIN2O2",
  "method": "the ωB97M-V functional and the def2-TZVPD basis",
  "elements": ["C", "C", "C", "C", "C", "C", "C", "N", "N", "O", "O", "F", "I", "H", "H", "H", "H", "H", "H", "H", "H", "H", "H"],
  "positions_angstrom": [[1.251, 1.290, 0.944], [-0.369, 0.011, -1.171], [-0.554, 1.143, 2.412], [0.579, 0.127, 2.773], [-0.277, 1.198, 0.913], [-0.532, -2.161, -2.994], [-1.231, -1.623, -1.736], [1.889, 1.887, 0.015], [0.269, 0.618, -2.066], [1.682, 0.677, 2.064], [-0.613, 0.002, 0.112], [-2.521, -1.358, -1.836], [-0.804, -3.007, -0.048], [-1.544, 0.809, 2.606], [-0.200, 2.152, 2.946], [0.720, 0.175, 3.844], [0.489, -0.892, 2.458], [-0.627, 2.132, 0.312], [-0.611, -1.326, -3.613], [0.552, -2.385, -2.884], [-1.162, -2.775, -3.504], [2.886, 1.806, 0.262], [0.729, 1.499, -1.811]],
  "atomic_forces_ev_per_a": [[-1.082, 0.484, -1.024], [-0.983, -3.934, -3.138], [1.670, -0.125, -0.423], [-0.932, 1.302, 0.638], [0.836, 2.623, -2.120], [0.701, 2.196, 2.377], [4.208, 1.970, 1.667], [0.735, -0.836, 1.828], [-0.861, 0.222, 0.837], [1.386, 0.330, -0.266], [-0.422, 1.712, 2.444], [-0.734, -0.206, -0.396], [-0.422, 0.053, -0.442], [-0.798, -0.008, 0.643], [-1.279, -2.072, -1.429], [0.632, -0.100, 0.143], [-0.674, -0.597, -0.244], [0.200, -1.643, 1.229], [0.462, 1.949, -1.302], [-1.180, -0.247, 0.137], [-1.334, -2.902, -1.013], [-0.078, 0.229, -0.420], [-0.053, -0.402, 0.273]],
  "de_lowest_kj_mol": 0.0,
  "energy_ha": -930.17327,
  "lumo_ev": 0.50,
  "largest_force_ev_per_a": 5.13,
  "homo_energy_ev": -8.91
}

---

(4)
{
  "formula": "C7H10FN2O",
  "method": "the ωB97M-V functional and the def2-TZVPD basis",
  "elements": ["C", "C", "C", "C", "C", "C", "C", "N", "N", "O", "F", "H", "H", "H", "H", "H", "H", "H", "H", "H", "H"],
  "positions_angstrom": [[1.041, -0.346, -0.348], [0.882, -0.252, -1.691], [-1.104, -0.401, -0.759], [0.100, 0.762, 2.473], [-1.791, 0.350, 1.855], [-0.539, -0.350, 1.608], [1.893, -0.086, -2.752], [-0.195, -0.447, 0.230], [-0.467, -0.266, -1.956], [-1.138, 1.503, 2.474], [-2.350, -0.681, -0.792], [1.997, -0.243, 0.184], [0.433, 0.529, 3.587], [0.922, 1.247, 1.959], [-2.279, 0.874, 0.949], [-2.436, -0.092, 2.616], [-0.322, -1.253, 2.073], [2.173, -1.044, -2.976], [1.317, 0.257, -3.579], [2.772, 0.453, -2.385], [-0.908, -0.514, -2.770]],
  "atomic_forces_ev_per_a": [[1.457, 0.423, -0.702], [0.664, 0.403, 0.694], [2.206, -0.328, -1.805], [0.692, 0.413, 1.401], [-2.557, 3.421, -0.100], [1.658, 0.011, 1.320], [-0.876, 0.888, 1.378], [-1.625, 0.684, -1.408], [0.674, 0.011, 4.347], [0.726, -0.700, 0.009], [-0.964, -0.033, 0.943], [-0.906, -0.156, -0.019], [-0.669, -0.078, -2.444], [0.177, 0.518, 0.097], [0.042, -1.717, 1.378], [-0.416, -0.180, -0.633], [-0.340, -2.058, 0.623], [1.177, -2.477, -0.923], [0.480, 1.012, -1.025], [-0.417, 0.309, -0.571], [-1.185, -0.366, -2.562]],
  "de_lowest_kj_mol": 78.2,
  "energy_ha": -557.01825,
  "lumo_ev": -3.37,
  "charge": 1,
  "largest_force_ev_per_a": 4.40,
  "homo_energy_ev": -13.62
}

---

(5)
{
  "formula": "C7H10INO2",
  "method": "the ωB97M-V functional and the def2-TZVPD basis",
  "elements": ["C", "C", "C", "C", "C", "C", "C", "N", "O", "O", "I", "H", "H", "H", "H", "H", "H", "H", "H", "H", "H"],
  "positions_angstrom": [[0.422, 2.275, -1.130], [0.126, 2.457, 0.093], [0.549, -0.365, -1.096], [1.179, 0.802, -1.671], [0.870, -0.003, 1.189], [-1.113, -2.095, -1.351], [-1.004, -0.322, 2.680], [0.257, -0.589, 0.221], [-0.235, -1.099, -1.911], [0.358, -0.070, 2.420], [2.928, 0.564, 1.301], [0.551, 2.900, -1.945], [0.032, 1.705, 0.848], [0.775, 0.773, -2.731], [2.179, 1.051, -1.575], [-0.662, -2.874, -0.672], [-1.440, -2.447, -2.291], [-1.959, -1.543, -0.765], [-1.515, 0.641, 2.598], [-0.955, -0.575, 3.662], [-1.344, -1.186, 2.124]],
  "atomic_forces_ev_per_a": [[1.035, -2.142, 0.942], [-0.542, 0.576, -0.033], [-1.127, -0.196, 2.157], [-3.900, -0.449, -1.836], [-0.158, -0.346, 0.522], [-0.823, 1.603, 1.559], [0.164, 0.713, -1.934], [1.224, 0.547, -1.921], [1.006, 0.124, 0.203], [2.098, 0.515, -0.009], [-0.669, -0.153, -0.003], [-0.109, 1.335, -1.358], [-0.133, 0.088, 0.886], [1.222, 0.081, 0.895], [1.794, 0.050, 0.316], [-0.084, 0.979, -0.909], [-1.018, -1.230, -0.464], [1.400, -1.157, -1.046], [-0.547, -0.468, -0.483], [-0.326, -0.758, 2.969], [-0.508, 0.288, -0.454]],
  "de_lowest_kj_mol": 521.2,
  "energy_ha": -775.42036,
  "lumo_ev": [0.14, -0.17],
  "largest_force_ev_per_a": 4.33,
  "homo_energy_ev": [-7.62, -6.61]
}